# 1
Entry from OMol25: 6 unconnected molecules or ions with the total composition C24H57Br6N3O6 at a distorted geometry (ωB97M-V/def2-TZVPD).

Element x y z (Å)
C1 2.69 -1.59 -0.09
O1 1.74 -1.26 -1.09
C2 2.00 -1.73 -2.44
C3 2.05 -3.25 -2.61
N1 3.34 -3.85 -2.89
C4 3.57 -5.29 -2.89
C5 3.19 -5.96 -4.25
O2 3.53 -7.39 -4.23
C6 4.80 -7.79 -3.75
H1 3.73 -1.44 -0.37
H2 2.60 -2.63 0.21
H3 2.63 -0.86 0.72
H4 2.95 -1.32 -2.76
H5 1.17 -1.40 -3.06
H6 1.47 -3.51 -3.49
H7 1.54 -3.84 -1.84
H8 3.99 -3.28 -3.41
H9 3.22 -5.74 -1.96
H10 4.65 -5.26 -2.77
H11 3.78 -5.66 -5.12
H12 2.18 -5.83 -4.63
H13 4.88 -7.70 -2.67
H14 5.52 -7.02 -4.06
H15 5.15 -8.77 -4.07
C7 -0.81 7.57 -0.50
O3 0.60 7.65 -0.75
C8 1.46 6.83 0.07
C9 1.25 5.39 -0.27
N2 2.08 4.61 0.58
C10 1.55 3.20 0.45
C11 2.42 2.20 1.26
O4 2.36 2.42 2.63
C12 1.33 1.61 3.31
H16 -1.01 7.42 0.56
H17 -1.28 6.73 -1.03
H18 -1.44 8.36 -0.90
H19 1.28 7.13 1.10
H20 2.46 7.13 -0.27
H21 1.44 5.15 -1.32
H22 0.20 5.22 -0.04
H23 1.98 4.80 1.57
H24 1.34 2.92 -0.58
H25 0.53 3.25 0.84
H26 3.42 2.36 0.83
H27 2.24 1.18 0.91
H28 1.53 0.54 3.27
H29 0.32 1.75 2.91
H30 1.25 1.91 4.35
C13 -0.69 -3.74 0.59
O5 -1.09 -2.60 1.39
C14 -1.38 -1.40 0.65
C15 -2.02 -0.29 1.51
N3 -2.11 0.95 0.75
C16 -2.90 1.90 1.64
C17 -3.41 2.98 0.71
O6 -4.18 2.30 -0.23
C18 -4.89 3.22 -1.01
H31 -1.41 -3.93 -0.20
H32 -0.62 -4.61 1.25
H33 0.19 -3.62 -0.05
H34 -2.17 -1.63 -0.07
H35 -0.44 -1.02 0.26
H36 -1.47 -0.18 2.45
H37 -3.08 -0.51 1.60
H38 -2.58 0.78 -0.13
H39 -2.18 2.25 2.38
H40 -3.68 1.43 2.23
H41 -2.50 3.48 0.40
H42 -3.94 3.74 1.27
H43 -5.57 2.68 -1.66
H44 -4.23 3.80 -1.65
H45 -5.60 3.90 -0.52
Br1 -4.57 4.59 4.05
C19 -4.71 5.32 5.81
C20 -5.28 6.66 5.86
Br2 -5.52 7.42 7.61
H46 -3.74 5.29 6.30
H47 -5.14 4.59 6.50
H48 -6.28 6.46 5.47
H49 -4.68 7.39 5.32
Br3 -1.59 3.42 -2.82
C21 -2.36 1.62 -3.20
C22 -1.32 0.55 -2.88
Br4 -2.29 -1.17 -2.85
H50 -2.61 1.57 -4.26
H51 -3.30 1.72 -2.65
H52 -0.85 0.66 -1.90
H53 -0.54 0.49 -3.63
Br5 0.05 -7.27 0.94
C23 1.00 -9.08 0.81
C24 2.41 -9.12 1.41
Br6 3.63 -7.86 0.48
H54 0.90 -9.24 -0.26
H55 0.44 -9.88 1.28
H56 2.92 -10.04 1.15
H57 2.51 -8.91 2.48

Summary:
HOMO energy (spin up / spin down)   0.237 / -5.581 eV
Gap between HOMO and LUMO (spin up / spin down)   0.0464 / 0.2602 Eh
2S+1   2
⟨S²⟩   0.75
Net charge   -1
LUMO energy (spin up / spin down)   1.500 / 1.500 eV

***

# 2
Entry from OMol25: a molecular structure, C27H32F4N4RuSSi at a distorted geometry (ωB97M-V/def2-TZVPD).

Element x y z (Å)
Ru1 -0.25 -0.25 0.19
C1 1.53 -3.05 0.17
C2 0.86 -2.86 -1.18
N1 -0.50 -2.27 -1.12
C3 -1.11 -2.20 -2.48
C4 -0.20 -1.78 -3.62
C5 -1.42 -3.10 -0.29
C6 -1.59 -2.61 1.14
N2 -1.81 -1.18 1.12
C7 -2.53 -0.55 2.08
C8 -2.86 0.82 1.90
F1 -2.39 1.43 0.81
C9 -3.63 1.52 2.79
F2 -3.92 2.79 2.55
C10 -4.09 0.91 3.95
C11 -3.73 -0.40 4.20
F3 -4.09 -0.98 5.33
C12 -2.98 -1.13 3.29
F4 -2.62 -2.37 3.61
H1 2.58 -3.30 0.02
H2 1.08 -3.87 0.75
H3 1.51 -2.14 0.77
H4 0.80 -3.84 -1.68
H5 1.47 -2.21 -1.79
H6 -1.96 -1.52 -2.41
H7 -1.51 -3.19 -2.73
H8 0.31 -0.84 -3.44
H9 -0.82 -1.66 -4.51
H10 0.54 -2.55 -3.85
H11 -1.09 -4.14 -0.29
H12 -2.40 -3.07 -0.75
H13 -0.72 -2.84 1.76
H14 -2.44 -3.15 1.57
H15 -4.70 1.46 4.66
C13 3.29 3.66 -3.92
Si1 2.82 1.84 -3.94
C14 4.11 0.84 -2.98
C15 2.66 1.10 -5.66
C16 1.01 1.71 -3.26
C17 -0.05 2.11 -4.08
C18 -1.36 1.90 -3.72
C19 -1.64 1.24 -2.54
N3 -0.66 0.87 -1.72
C20 0.62 1.13 -2.04
S1 1.67 0.73 -0.71
H16 4.34 3.75 -4.23
H17 3.19 4.09 -2.92
H18 2.68 4.24 -4.61
H19 4.96 0.67 -3.64
H20 3.74 -0.13 -2.66
H21 4.47 1.37 -2.10
H22 3.65 1.07 -6.12
H23 2.02 1.69 -6.31
H24 2.27 0.08 -5.63
H25 0.18 2.59 -5.03
H26 -2.17 2.24 -4.35
H27 -2.65 1.02 -2.23
N4 0.37 0.17 2.04
C21 0.39 0.50 3.15
C22 0.42 0.86 4.50
C23 0.12 -0.13 5.46
C24 0.13 0.21 6.80
C25 0.43 1.51 7.19
C26 0.73 2.49 6.24
C27 0.73 2.17 4.89
H28 -0.11 -1.14 5.14
H29 -0.09 -0.54 7.54
H30 0.44 1.77 8.24
H31 0.97 3.49 6.55
H32 0.96 2.92 4.15

Summary:
HOMO energy (spin up / spin down)   -14.447 / -14.584 eV
Gap between HOMO and LUMO (spin up / spin down)   0.3126 / 0.2290 Eh
Energy above the lowest of the compared OMol25 structures with the same formula, charge and spin   0.0 kcal per mole
2S+1   5
⟨S²⟩   6.06
Net charge   +2
LUMO energy (spin up / spin down)   -5.940 / -8.352 eV

***

# 3
Entry from OMol25: a molecular structure, C16H4F6N2PdS3 at a distorted geometry (ωB97M-V/def2-TZVPD).

Element x y z (Å)
Pd1 -0.49 0.25 -0.28
S1 1.50 0.23 1.32
C1 2.35 -0.62 0.10
S2 1.44 -0.97 -1.30
C2 3.67 -1.01 0.27
C3 4.39 -0.74 1.44
N1 5.03 -0.56 2.38
C4 4.41 -1.70 -0.70
N2 5.08 -2.27 -1.45
F1 3.00 4.03 -0.56
C5 1.77 3.48 -0.44
C6 1.25 2.72 -1.47
F2 1.96 2.55 -2.61
C7 -0.01 2.11 -1.32
F3 -0.60 1.58 -2.45
C8 -0.88 2.45 -0.23
S3 -2.52 1.91 -0.24
C9 -0.30 3.24 0.78
F4 -1.03 3.60 1.86
C10 1.00 3.73 0.69
F5 1.49 4.52 1.67
F6 -4.75 -4.33 0.29
C11 -3.76 -3.37 0.26
C12 -3.15 -3.08 -0.94
C13 -2.15 -2.12 -0.96
C14 -1.74 -1.44 0.19
C15 -2.40 -1.77 1.38
C16 -3.40 -2.73 1.43
H1 -3.46 -3.59 -1.84
H2 -1.66 -1.89 -1.92
H3 -2.13 -1.26 2.31
H4 -3.91 -2.98 2.35

Summary:
HOMO energy   -0.949 eV
Gap between HOMO and LUMO   0.2053 Eh
Energy above the lowest of the compared OMol25 structures with the same formula, charge and spin   56.6 kcal per mole
Net charge   -2
LUMO energy   4.637 eV

***

# 4
Entry from OMol25: a molecular structure, C3H3HgLiO2 at a distorted geometry (ωB97M-V/def2-TZVPD).

Element x y z (Å)
O1 1.29 -1.72 1.04
C1 1.32 -0.59 0.88
C2 1.52 0.86 0.69
H1 2.38 1.11 1.30
H2 0.88 1.66 1.07
H3 1.20 1.01 -0.35
O2 -2.38 0.04 -1.08
C3 -2.36 0.95 -0.40
Li1 -2.46 -2.05 -0.32
Hg1 -1.40 -1.27 -2.85

Summary:
HOMO energy (spin up / spin down)   -8.698 / -13.516 eV
Gap between HOMO and LUMO (spin up / spin down)   0.1448 / 0.3171 Eh
Energy above the lowest of the compared OMol25 structures with the same formula, charge and spin   56.5 kcal per mole
2S+1   2
⟨S²⟩   0.75
Net charge   +1
LUMO energy (spin up / spin down)   -4.756 / -4.886 eV

***

# 5
Entry from OMol25: a molecular structure, C3H6FO2P at a distorted geometry (ωB97M-V/def2-TZVPD).

Element x y z (Å)
C1 -1.11 0.40 -0.15
C2 -2.56 0.46 -0.52
C3 2.21 -0.87 0.82
O1 -0.16 -0.21 -0.52
O2 2.26 0.08 -1.79
F1 -1.02 1.30 0.86
P1 1.88 0.58 -0.47
H1 -2.78 1.57 -0.21
H2 -2.58 0.21 -1.56
H3 -3.02 -0.35 0.12
H4 1.37 -1.11 1.43
H5 2.67 -1.81 0.43
H6 2.84 -0.27 1.56

Summary:
HOMO energy   -8.381 eV
Gap between HOMO and LUMO   0.3238 Eh
Energy above the lowest of the compared OMol25 structures with the same formula, charge and spin   50.9 kcal per mole
Net charge   0
LUMO energy   0.430 eV

***

# 6
Entry from OMol25: 14 unconnected molecules or ions with the total composition C36H102N2O28 at a distorted geometry (ωB97M-V/def2-TZVPD).

Element x y z (Å)
C1 3.22 2.01 4.33
C2 3.30 0.88 3.26
O1 2.79 1.27 1.97
O2 2.00 2.15 4.92
H1 3.56 2.96 3.91
H2 3.92 1.69 5.10
H3 2.79 -0.02 3.60
H4 4.35 0.66 3.06
H5 1.83 1.18 2.00
H6 1.44 1.98 4.16
C3 1.83 -3.51 -1.91
C4 3.18 -3.33 -2.65
O3 3.02 -3.70 -4.00
O4 0.91 -2.60 -2.44
H7 2.06 -3.32 -0.86
H8 1.43 -4.50 -2.13
H9 3.89 -3.95 -2.09
H10 3.46 -2.29 -2.54
H11 2.39 -3.12 -4.43
H12 0.82 -2.81 -3.37
C5 3.11 3.48 -4.37
C6 2.78 1.96 -4.53
O5 1.77 1.93 -5.49
O6 2.07 4.23 -3.78
H13 3.10 3.89 -5.38
H14 4.08 3.71 -3.92
H15 2.48 1.66 -3.52
H16 3.66 1.41 -4.86
H17 1.03 2.49 -5.23
H18 1.35 4.44 -4.38
C7 -1.67 3.19 -4.04
C8 -3.05 3.96 -4.32
O7 -4.03 3.26 -4.98
O8 -0.91 2.77 -5.13
H19 -1.77 2.41 -3.29
H20 -1.03 3.93 -3.56
H21 -2.82 4.97 -4.66
H22 -3.51 4.25 -3.38
H23 -4.30 3.79 -5.74
H24 -1.46 2.28 -5.74
C9 4.48 2.80 -0.57
C10 3.04 3.42 -0.65
O9 3.04 4.73 -1.30
O10 5.07 2.72 -1.87
H25 4.57 1.79 -0.16
H26 5.07 3.47 0.05
H27 2.63 3.60 0.35
H28 2.48 2.66 -1.18
H29 2.69 4.56 -2.18
H30 6.01 2.63 -1.71
C11 -1.21 3.34 3.71
C12 -0.46 2.77 2.44
O11 0.17 1.59 2.85
O12 -2.42 2.62 3.94
H31 -1.44 4.40 3.60
H32 -0.55 3.18 4.57
H33 0.28 3.44 2.00
H34 -1.18 2.49 1.67
H35 -0.59 1.06 3.13
H36 -3.07 3.31 4.07
C13 -4.87 -3.61 -0.23
C14 -4.48 -4.53 -1.45
O13 -3.08 -4.83 -1.43
O14 -4.29 -2.30 -0.50
H37 -4.43 -3.92 0.72
H38 -5.96 -3.59 -0.16
H39 -4.72 -3.99 -2.37
H40 -5.04 -5.46 -1.38
H41 -2.93 -5.41 -0.68
H42 -3.34 -2.40 -0.49
C15 0.03 0.27 -0.31
C16 -1.31 -0.26 -0.77
O15 -1.32 -1.67 -0.98
O16 0.81 0.26 -1.47
H43 0.46 -0.29 0.52
H44 -0.11 1.32 -0.06
H45 -1.67 0.25 -1.67
H46 -2.00 -0.01 0.03
H47 -0.51 -1.90 -1.46
H48 1.06 -0.64 -1.66
C17 -0.16 4.95 -0.62
C18 0.32 6.08 0.34
O17 -0.27 5.90 1.62
O18 -1.59 4.96 -0.85
H49 0.20 3.97 -0.30
H50 0.37 5.08 -1.56
H51 -0.05 7.05 0.00
H52 1.41 6.11 0.37
H53 0.17 6.54 2.19
H54 -1.78 5.86 -1.14
C19 -1.08 -1.22 -4.63
C20 0.13 -1.48 -5.49
O19 0.57 -2.81 -5.40
O20 -2.24 -1.90 -5.05
H55 -1.30 -0.15 -4.64
H56 -0.93 -1.52 -3.59
H57 0.97 -0.82 -5.29
H58 -0.04 -1.21 -6.53
H59 -0.21 -3.31 -5.62
H60 -2.91 -1.61 -4.43
C21 -4.60 0.07 -3.42
C22 -5.00 0.27 -4.86
O21 -5.88 1.39 -4.97
O22 -4.11 -1.21 -3.19
H61 -5.58 0.07 -2.94
H62 -3.97 0.92 -3.15
H63 -5.67 -0.53 -5.18
H64 -4.21 0.22 -5.61
H65 -5.33 2.18 -4.92
H66 -4.43 -1.53 -2.35
C23 -4.66 2.82 -0.62
C24 -4.73 3.19 0.88
O23 -6.07 3.48 1.25
O24 -3.33 2.60 -1.10
H67 -5.18 3.62 -1.15
H68 -5.18 1.88 -0.83
H69 -4.14 4.07 1.15
H70 -4.31 2.40 1.49
H71 -6.22 4.43 1.21
H72 -2.80 3.37 -0.90
C25 0.67 -7.13 -0.85
O25 0.90 -6.07 0.03
C26 -0.10 -5.93 1.11
C27 0.19 -4.70 1.93
N1 1.36 -5.02 2.76
C28 1.74 -3.96 3.53
C29 2.31 -2.76 2.82
O26 3.20 -3.11 1.78
C30 3.55 -1.90 1.05
H73 0.86 -8.10 -0.40
H74 1.32 -7.00 -1.72
H75 -0.38 -7.19 -1.16
H76 -0.15 -6.85 1.69
H77 -1.09 -5.77 0.68
H78 -0.67 -4.48 2.56
H79 0.43 -3.93 1.20
H80 2.12 -5.21 2.13
H81 2.52 -4.28 4.22
H82 0.99 -3.58 4.23
H83 2.95 -2.19 3.49
H84 1.46 -2.13 2.59
H85 2.65 -1.29 0.88
H86 3.92 -2.22 0.07
H87 4.35 -1.38 1.57
C31 5.23 -1.89 5.11
O27 4.19 -1.09 5.51
C32 3.57 -1.39 6.68
C33 2.30 -0.57 6.87
N2 1.28 -1.16 6.01
C34 -0.05 -0.59 5.97
C35 -0.94 -1.40 5.06
O28 -0.60 -1.32 3.65
C36 -1.61 -1.72 2.74
H88 5.57 -1.48 4.16
H89 5.02 -2.96 5.10
H90 6.07 -1.83 5.80
H91 4.27 -1.09 7.47
H92 3.22 -2.42 6.68
H93 2.48 0.50 6.75
H94 2.02 -0.70 7.91
H95 1.59 -1.25 5.06
H96 0.10 0.40 5.54
H97 -0.43 -0.52 6.99
H98 -1.93 -0.96 5.20
H99 -1.01 -2.47 5.30
H100 -2.04 -2.63 3.17
H101 -1.12 -1.94 1.79
H102 -2.44 -1.03 2.55

Summary:
HOMO energy (spin up / spin down)   -11.010 / -11.010 eV
Gap between HOMO and LUMO (spin up / spin down)   0.3248 / 0.1292 Eh
2S+1   2
⟨S²⟩   0.75
Net charge   +1
LUMO energy (spin up / spin down)   -2.173 / -7.494 eV

***

# 7
Entry from OMol25: 6 unconnected molecules or ions with the total composition C4H24N3O5 at a distorted geometry (ωB97M-V/def2-TZVPD).

Element x y z (Å)
N1 2.07 0.85 -0.50
C1 1.57 1.13 0.83
C2 0.20 0.25 0.96
N2 -0.14 -0.44 -0.28
C3 0.43 -1.83 -0.18
C4 -0.07 -2.65 -1.29
N3 -1.46 -2.55 -1.91
H1 1.40 0.39 -1.19
H2 2.86 -0.01 -0.44
H3 2.45 1.79 -1.01
H4 1.54 2.18 0.96
H5 2.34 0.78 1.64
H6 -0.74 0.76 1.36
H7 0.59 -0.37 1.83
H8 -0.97 -0.33 -0.64
H9 1.51 -1.87 -0.26
H10 0.09 -2.17 0.81
H11 -0.05 -3.73 -0.74
H12 0.64 -2.56 -2.21
H13 -2.25 -2.97 -1.33
H14 -1.49 -1.58 -1.92
H15 -0.48 2.29 -2.90
H16 -1.44 1.60 -1.98
O1 -0.56 1.88 -2.05
H17 3.95 -1.60 -0.57
H18 3.59 -1.57 0.78
O2 3.76 -0.99 0.19
H19 -2.37 2.91 1.24
H20 -3.71 1.98 1.46
O3 -3.14 2.46 0.77
H21 -3.07 1.24 -0.71
H22 -3.83 0.55 -1.74
O4 -2.84 0.67 -1.37
H23 0.11 1.91 4.16
H24 -0.53 0.55 4.42
O5 0.05 1.05 3.80

Summary:
HOMO energy   -12.138 eV
Gap between HOMO and LUMO   0.3465 Eh
Energy above the lowest of the compared OMol25 structures with the same formula, charge and spin   97.4 kcal per mole
Net charge   +1
LUMO energy   -2.709 eV

***

# 8
Entry from OMol25: H2N2P2 in the gas phase at a distorted geometry (ωB97M-V/def2-TZVPD).

Element x y z (Å)
N1 1.20 0.36 -0.94
N2 -0.41 0.27 0.78
P1 1.12 0.99 0.49
P2 -0.27 -0.89 -0.50
H1 -0.37 -0.33 1.57
H2 -1.27 -0.39 -1.40

Summary:
HOMO energy   -9.708 eV
Gap between HOMO and LUMO   0.3485 Eh
Energy above the lowest of the compared OMol25 structures with the same formula, charge and spin   18.0 kcal per mole
Net charge   0
SMILES string   N1=P2=[P@H]1N2
LUMO energy   -0.224 eV

***

# 9
Entry from OMol25: 3 unconnected molecules or ions with the total composition C3H11NO4 at a distorted geometry (ωB97M-V/def2-TZVPD).

Element x y z (Å)
O1 1.42 -0.20 0.13
C1 0.27 -0.54 0.37
N1 -0.25 -1.66 -0.23
C2 -1.65 -2.04 -0.26
O2 -2.48 -1.03 -0.84
C3 -0.53 0.35 1.31
H1 0.35 -2.21 -0.85
H2 -2.03 -1.91 0.76
H3 -1.67 -2.94 -0.90
H4 -2.09 -0.62 -1.61
H5 -1.23 0.89 0.67
H6 0.07 0.99 1.93
H7 -1.17 -0.34 1.88
H8 2.61 -1.67 -0.94
H9 2.60 -1.76 -2.51
O3 2.31 -2.18 -1.70
H10 0.50 5.80 0.51
H11 1.64 5.12 1.33
O4 1.32 5.95 0.98

Summary:
HOMO energy   -9.853 eV
Gap between HOMO and LUMO   0.3818 Eh
Energy above the lowest of the compared OMol25 structures with the same formula, charge and spin   39.5 kcal per mole
Net charge   0
SMILES string   CC(=O)NCO.O.O
LUMO energy   0.537 eV

***

# 10
Entry from OMol25: a molecular structure, C16H14IN3O2Pd at a distorted geometry (ωB97M-V/def2-TZVPD).

Element x y z (Å)
Pd1 -11.31 -8.09 8.35
C1 -11.28 -12.46 9.17
C2 -12.39 -11.61 8.97
C3 -12.83 -11.90 7.62
C4 -11.97 -12.83 7.06
C5 -11.04 -13.19 8.03
H1 -10.79 -12.64 10.13
H2 -12.79 -10.98 9.69
H3 -13.74 -11.41 7.22
H4 -12.15 -13.23 6.01
H5 -10.26 -13.96 7.86
O1 -9.26 -8.47 8.58
N1 -8.85 -8.49 9.84
N2 -9.79 -8.59 10.68
O2 -11.06 -8.76 10.28
C6 -9.47 -8.58 12.03
C7 -10.56 -8.57 12.97
C8 -10.30 -8.47 14.32
C9 -9.00 -8.53 14.80
C10 -7.99 -8.45 13.89
C11 -8.15 -8.48 12.53
H6 -11.53 -8.61 12.52
H7 -11.19 -8.40 15.03
H8 -8.82 -8.39 15.87
H9 -7.00 -8.41 14.33
H10 -7.32 -8.40 11.83
I1 -13.76 -7.17 8.13
C12 -12.64 -7.36 6.20
C13 -13.11 -7.16 4.95
C14 -12.19 -7.27 3.84
C15 -10.87 -7.57 4.12
C16 -10.45 -7.74 5.47
N3 -11.40 -7.68 6.39
H11 -14.12 -6.87 4.77
H12 -12.55 -7.14 2.83
H13 -10.11 -7.65 3.38
H14 -9.40 -7.98 5.70

Summary:
HOMO energy (spin up / spin down)   -13.702 / -14.450 eV
Gap between HOMO and LUMO (spin up / spin down)   0.2784 / 0.1685 Eh
2S+1   5
⟨S²⟩   6.03
Net charge   +2
LUMO energy (spin up / spin down)   -6.127 / -9.864 eV